Here is a 8-piece molecular cluster, C31H62F3N4O19S2 overall from OMol25. Energies are from ωB97M-V/def2-TZVPD.

The geometry in XYZ format:
```
121
Properties=species:S:1:pos:R:3:lowdin_charge:R:1
C -1.28 4.33 4.85 0.048
N -2.63 3.46 4.79 -0.254
C -2.61 2.03 5.41 0.043
C -3.67 4.33 5.59 -0.001
C -3.15 3.47 3.31 -0.083
C -2.46 2.48 2.32 -0.195
O -1.09 2.76 1.96 -0.076
H -0.43 3.80 4.42 0.074
H -1.04 4.56 5.89 0.099
H -1.42 5.26 4.30 0.098
H -2.25 2.02 6.44 0.105
H -2.04 1.33 4.81 0.078
H -3.68 1.87 5.53 0.095
H -3.25 4.73 6.51 0.098
H -4.67 3.92 5.76 0.100
H -3.78 5.17 4.90 0.088
H -3.06 4.51 3.01 0.116
H -4.24 3.38 3.29 0.128
H -3.06 2.61 1.42 0.120
H -2.67 1.46 2.63 0.109
H -0.96 2.01 1.37 0.011
C -2.36 5.41 -5.01 -0.010
N -1.71 4.40 -3.97 -0.281
C -0.50 3.85 -4.86 0.052
C -1.06 5.21 -2.82 0.022
C -2.82 3.40 -3.62 -0.112
C -2.41 2.34 -2.64 -0.251
O -2.02 2.90 -1.42 -0.111
H -3.14 5.99 -4.53 0.092
H -2.75 4.86 -5.87 0.101
H -1.62 6.18 -5.22 0.092
H 0.00 3.20 -4.13 0.089
H 0.11 4.69 -5.20 0.103
H -0.95 3.14 -5.55 0.102
H -0.22 5.72 -3.28 0.097
H -0.70 4.40 -2.19 0.070
H -1.77 5.84 -2.29 0.108
H -2.99 2.87 -4.56 0.126
H -3.74 3.94 -3.42 0.133
H -1.61 1.74 -3.08 0.121
H -3.33 1.79 -2.45 0.130
H -1.44 2.36 -0.88 -0.028
N -0.42 1.22 -0.41 -0.356
S -0.70 -0.27 -0.33 0.426
O 0.41 -1.23 0.05 -0.371
O -1.70 -0.51 -1.36 -0.320
F -1.49 -0.23 1.04 -0.204
S 1.06 1.09 -1.25 0.559
O 1.03 0.41 -2.57 -0.377
O 2.27 0.79 -0.43 -0.364
F 1.28 2.68 -1.64 -0.267
C 0.97 -3.76 -2.83 -0.036
C 1.43 -5.18 -2.73 -0.519
C 2.59 -5.21 -1.72 -0.132
C 2.26 -5.28 -0.21 -0.182
C 1.43 -6.54 -0.07 -0.164
C 0.12 -6.44 -0.87 -0.476
N 0.45 -6.18 -2.28 -0.088
O -0.66 -6.25 -3.15 0.009
C -0.48 -7.88 -0.71 -0.046
C -0.87 -5.48 -0.12 -0.020
C 2.11 -5.51 -4.07 -0.036
H 1.68 -3.09 -3.31 0.088
H 0.53 -3.46 -1.88 0.072
H 0.04 -3.50 -3.33 0.087
H 3.11 -6.16 -1.78 0.118
H 3.16 -4.28 -1.71 0.122
H 1.73 -4.41 0.17 0.100
H 3.21 -5.26 0.32 0.112
H 1.22 -6.80 0.97 0.116
H 2.00 -7.33 -0.56 0.118
H -1.53 -7.93 -1.00 0.069
H 0.05 -8.61 -1.32 0.086
H -0.61 -8.21 0.32 0.078
H -0.74 -5.73 0.93 0.070
H -0.42 -4.50 -0.31 0.064
H -1.91 -5.53 -0.44 0.087
H 3.02 -4.98 -4.36 0.085
H 1.32 -5.28 -4.79 0.076
H 2.24 -6.58 -4.20 0.085
H -1.09 -5.41 -3.00 0.084
C 1.06 4.78 0.87 -0.165
C 2.16 3.80 1.12 -0.135
O 2.84 4.32 2.23 0.072
C 2.34 5.50 2.64 -0.502
O 2.88 6.25 3.43 0.131
O 1.27 5.80 1.80 0.048
H 0.04 4.41 0.94 0.107
H 1.20 5.10 -0.17 0.119
H 2.84 3.85 0.27 0.138
H 1.74 2.84 1.40 0.112
C -2.34 -4.29 3.05 -0.160
C -1.04 -3.66 3.19 -0.114
O -1.48 -2.33 3.17 0.056
C -2.68 -2.17 3.64 -0.595
O -3.17 -1.12 3.97 0.147
O -3.23 -3.38 3.59 0.105
H -2.59 -5.33 3.29 0.148
H -2.43 -4.37 1.97 0.119
H -0.48 -3.72 2.25 0.130
H -0.48 -3.81 4.11 0.145
C 0.95 0.15 2.77 -0.106
C 2.44 0.15 3.24 -0.098
O 2.40 1.24 4.11 0.047
C 1.09 1.49 4.54 -0.536
O 0.77 2.12 5.51 0.126
O 0.25 0.72 3.88 0.049
H 0.42 -0.79 2.61 0.106
H 0.84 0.82 1.92 0.080
H 3.11 0.27 2.39 0.133
H 2.63 -0.81 3.73 0.127
C 4.08 -0.99 -4.08 -0.049
C 5.19 -0.91 -2.98 -0.340
O 5.96 0.17 -3.34 0.170
C 5.41 0.79 -4.37 -0.528
O 5.88 1.76 -4.96 0.130
O 4.49 0.00 -4.97 0.063
F 5.96 -1.97 -2.84 0.099
H 3.03 -0.96 -3.81 0.119
H 4.28 -1.87 -4.69 0.135
H 4.75 -0.74 -2.00 0.166
```

Properties
2S+1: 2
LUMO energy (spin up / spin down), eV: -0.15 / -0.26
Charge: 0
E_HOMO (spin up / spin down), Eh: -0.0878 / -0.2978
⟨S²⟩: 0.752


Here is a 6-piece molecular cluster, C31H62O12P overall from OMol25. Energies are from ωB97M-V/def2-TZVPD.

The geometry in XYZ format:
```
106
Properties=species:S:1:pos:R:3:lowdin_charge:R:1
C 0.15 -7.38 -1.90 0.046
C 1.33 -7.13 -1.94 -0.279
C 2.72 -6.77 -1.91 -0.432
P 3.05 -4.85 -2.25 0.332
C 3.48 -3.00 -2.48 -0.427
C 2.37 -2.05 -2.00 -0.299
C 1.29 -1.86 -3.07 -0.217
C -0.12 -1.52 -2.57 -0.194
C -0.72 -2.46 -1.52 -0.164
C -1.75 -3.36 -2.16 -0.186
O -2.49 -4.07 -1.13 0.003
C -3.66 -4.60 -1.52 -0.537
C -3.70 -5.45 -2.76 0.030
O -4.65 -4.42 -0.85 0.082
H -0.80 -7.84 -1.86 -0.018
H 3.13 -6.98 -0.92 0.052
H 3.25 -7.35 -2.66 0.052
H 3.18 -5.15 -3.70 -0.044
H 4.49 -5.18 -2.09 -0.045
H 2.91 -4.60 -0.79 -0.022
H 1.61 -4.61 -2.45 -0.034
H 4.41 -2.83 -1.94 0.042
H 3.62 -2.81 -3.55 0.052
H 1.98 -2.38 -1.05 0.080
H 2.82 -1.07 -1.82 0.072
H 1.23 -2.76 -3.68 0.092
H 1.61 -1.04 -3.71 0.103
H -0.17 -0.50 -2.21 0.076
H -0.78 -1.55 -3.44 0.098
H -1.21 -1.89 -0.74 0.111
H 0.02 -3.09 -1.04 0.104
H -2.46 -2.76 -2.74 0.128
H -1.26 -4.06 -2.83 0.123
H -3.55 -6.48 -2.46 0.092
H -4.68 -5.36 -3.21 0.071
H -2.96 -5.18 -3.50 0.075
O 1.07 0.85 -0.51 0.106
C 0.24 1.59 -0.06 -0.499
O -1.06 1.32 -0.32 -0.006
C -2.13 2.05 0.28 -0.233
C -2.44 3.34 -0.46 -0.064
C 0.59 2.84 0.72 0.015
H -1.93 2.23 1.34 0.113
H -2.98 1.37 0.22 0.123
H -1.59 4.02 -0.43 0.069
H -3.30 3.83 0.00 0.071
H -2.66 3.12 -1.50 0.081
H 0.83 3.63 0.01 0.104
H 1.47 2.63 1.32 0.093
H -0.20 3.18 1.38 0.028
O -0.71 4.95 2.51 0.107
C -1.58 5.65 2.94 -0.507
O -2.86 5.34 2.64 -0.005
C -3.98 6.02 3.20 -0.236
C -4.32 7.28 2.43 -0.063
C -1.28 6.91 3.72 0.017
H -3.82 6.22 4.26 0.112
H -4.80 5.31 3.13 0.123
H -3.51 8.01 2.47 0.069
H -5.22 7.75 2.84 0.081
H -4.50 7.04 1.38 0.084
H -1.04 7.70 3.01 0.098
H -0.40 6.72 4.34 0.092
H -2.08 7.24 4.37 0.068
O 5.77 5.01 -1.87 0.085
C 5.80 3.96 -1.29 -0.528
O 5.34 2.86 -1.93 0.002
C 5.47 1.54 -1.37 -0.226
C 4.37 1.22 -0.39 -0.062
C 6.25 3.85 0.14 0.001
H 6.47 1.42 -0.94 0.108
H 5.42 0.87 -2.23 0.123
H 4.39 1.90 0.47 0.067
H 4.47 0.20 -0.02 0.089
H 3.40 1.32 -0.86 0.059
H 5.43 4.12 0.80 0.064
H 7.07 4.56 0.30 0.091
H 6.61 2.86 0.42 0.069
O 5.14 5.03 2.68 0.099
C 5.69 4.82 3.73 -0.513
O 5.98 3.55 4.05 0.005
C 6.76 3.19 5.20 -0.237
C 5.93 3.12 6.46 -0.064
C 6.01 5.94 4.70 0.015
H 7.62 3.87 5.30 0.112
H 7.17 2.21 4.96 0.124
H 5.50 4.09 6.71 0.067
H 6.54 2.78 7.30 0.081
H 5.11 2.41 6.32 0.085
H 5.11 6.16 5.27 0.095
H 6.27 6.82 4.12 0.091
H 6.82 5.73 5.38 0.068
O -7.34 -5.05 -4.37 0.101
C -7.77 -5.29 -3.27 -0.524
O -8.44 -6.44 -3.08 -0.007
C -8.85 -6.89 -1.79 -0.242
C -10.16 -6.28 -1.35 -0.069
C -7.63 -4.31 -2.13 0.010
H -8.06 -6.73 -1.06 0.115
H -8.96 -7.97 -1.90 0.120
H -10.09 -5.20 -1.26 0.066
H -10.47 -6.69 -0.39 0.079
H -10.94 -6.50 -2.09 0.080
H -8.42 -3.56 -2.22 0.095
H -6.67 -3.82 -2.21 0.074
H -7.69 -4.76 -1.14 0.070
```

Properties
LUMO energy, eV: 1.51
Charge: -1
E_HOMO, Eh: -0.1205


Maximum force for the records above, in order: 5.65; 0.75 eV/Å
Energy for the records above, in order: -107826.2293; -67007.3952 eV